# C4H7NO2

A molecular structure, C4H7NO2 (ωB97M-V/def2-TZVPD, the OMol25 dataset).

Calculated values
Calculated total energy = -361.76910 hartree
HOMO level = -9.8 eV
LUMO energy = 0.028 hartree
HOMO-LUMO gap = 10.6 eV
Energy relative to the best compared isomer or geometry (same formula, charge and spin) = 70.1 kcal/mol

Geometry as ORCA input:
```
! RIJCOSX wB97M-V def2-TZVPD def2/J DEFGRID3
* xyz 0 1
O 0.601 0.190 1.805
C 0.843 -0.042 0.450
C 0.415 -1.316 -0.111
O -1.197 -1.048 -0.829
C -1.734 0.108 -0.432
N -1.098 1.202 -0.206
C 0.334 1.087 -0.458
H 0.012 0.956 1.865
H 1.891 -0.467 0.336
H 0.896 -1.504 -1.065
H 0.489 -2.137 0.628
H -2.820 0.122 -0.240
H 0.544 0.807 -1.499
H 0.824 2.039 -0.244
*
```

# C11H23BF3N3O7PS

2 unconnected molecules or ions with the total composition C11H23BF3N3O7PS (ωB97M-V/def2-TZVPD, the OMol25 dataset).

Calculated values
Calculated total energy = -2187.60520 hartree
HOMO level = -11.5 eV
LUMO energy = -0.137 hartree
HOMO-LUMO gap = 7.8 eV
Energy relative to the best compared isomer or geometry (same formula, charge and spin) = 0.0 kcal/mol

Geometry as ORCA input:
```
! RIJCOSX wB97M-V def2-TZVPD def2/J DEFGRID3
* xyz 1 1
C 4.918 -2.371 -1.294
C 4.233 -3.735 -1.696
C 2.708 -3.779 -1.399
N 1.839 -3.346 -2.509
N 1.876 -1.947 -2.593
C 2.628 -1.328 -3.489
N 2.502 -0.012 -3.328
C 1.617 0.155 -2.291
S 1.161 1.790 -1.696
O -0.167 1.817 -1.198
O 1.459 2.785 -2.673
C 2.302 2.083 -0.249
F 1.953 3.141 0.434
F 2.312 0.975 0.517
F 3.540 2.236 -0.744
C 1.165 -1.059 -1.790
B 0.103 -1.352 -0.612
C 0.352 -2.280 0.645
O -1.115 -0.744 -0.761
H 5.284 -1.903 -2.228
H 5.794 -2.501 -0.651
H 4.171 -1.677 -0.872
H 4.707 -4.501 -1.062
H 4.452 -3.930 -2.760
H 2.537 -3.167 -0.501
H 2.459 -4.810 -1.102
H 2.136 -3.739 -3.398
H 3.259 -1.856 -4.200
H 3.004 0.669 -3.887
H 1.345 -2.074 1.076
H 0.242 -3.326 0.307
H -0.426 -2.097 1.404
H -1.315 -0.337 0.100
C -5.525 1.523 4.959
O -4.640 2.402 4.238
P -4.796 2.399 2.568
O -4.026 1.134 2.293
O -3.891 3.738 2.441
C -2.597 3.776 3.031
O -5.467 2.677 1.082
C -4.665 2.366 -0.047
H -5.463 1.773 6.016
H -6.554 1.651 4.628
H -5.216 0.487 4.817
H -2.119 2.795 3.008
H -2.664 4.133 4.059
H -1.991 4.479 2.460
H -4.722 1.300 -0.262
H -3.630 2.668 0.108
H -5.068 2.916 -0.897
*
```

# CH2CrO4

A molecular structure, CH2CrO4 (ωB97M-V/def2-TZVPD, the OMol25 dataset).

Calculated values
Calculated total energy = -1384.74223 hartree
HOMO level (alpha / beta) = -1.9 / -3.9 eV
LUMO energy (alpha / beta) = 0.109 / 0.108 hartree
HOMO-LUMO gap (alpha / beta) = 4.9 / 6.9 eV
Energy relative to the best compared isomer or geometry (same formula, charge and spin) = 18.6 kcal/mol

Geometry as ORCA input:
```
! RIJCOSX wB97M-V def2-TZVPD def2/J DEFGRID3
* xyz -1 6
O -0.929 0.948 0.979
C -1.525 0.429 -0.067
O -2.295 -0.560 0.035
O -0.897 0.696 -1.182
Cr 0.733 1.288 -0.076
H 0.949 -1.369 0.226
O 1.541 -0.568 0.164
H 2.423 -0.864 -0.079
*
```

# C15H17Cl2IN4O

2 unconnected molecules or ions with the total composition C15H17Cl2IN4O (ωB97M-V/def2-TZVPD, the OMol25 dataset).

Calculated values
Calculated total energy = -2094.04625 hartree
HOMO level = -8.9 eV
LUMO energy = -0.013 hartree
HOMO-LUMO gap = 8.5 eV
Structure (SMILES) = CN(C)C(=O)C[C@@H](C#N)[C@](I)(C#N)CN.Clc1ccccc1Cl
Energy relative to the best compared isomer or geometry (same formula, charge and spin) = 58.7 kcal/mol

Geometry as ORCA input:
```
! RIJCOSX wB97M-V def2-TZVPD def2/J DEFGRID3
* xyz 0 1
C 1.539 1.702 0.735
N 0.328 2.216 0.080
C 0.618 3.060 -1.100
C -0.579 2.817 0.974
O -0.228 3.323 1.988
C -2.084 2.877 0.625
C -2.966 1.768 1.279
C -4.287 1.787 0.509
N -5.119 1.696 -0.210
C -2.392 0.319 1.214
I -1.043 -0.118 2.873
C -1.754 -0.004 -0.122
N -1.173 -0.154 -1.046
C -3.570 -0.746 1.365
N -4.024 -1.265 0.056
H 1.371 1.448 1.790
H 1.786 0.736 0.240
H 2.426 2.348 0.586
H 0.551 2.412 -1.994
H -0.190 3.813 -1.172
H 1.607 3.539 -1.001
H -2.449 3.841 1.028
H -2.270 2.935 -0.463
H -3.208 2.016 2.324
H -4.385 -0.382 2.011
H -3.124 -1.606 1.906
H -5.002 -1.514 0.188
H -3.514 -2.133 -0.082
Cl 1.578 -1.894 0.739
C 2.726 -2.558 -0.369
C 2.818 -3.940 -0.472
C 3.721 -4.514 -1.352
C 4.534 -3.706 -2.135
C 4.444 -2.327 -2.031
C 3.542 -1.751 -1.147
Cl 3.476 -0.027 -1.053
H 2.185 -4.572 0.136
H 3.789 -5.592 -1.429
H 5.238 -4.151 -2.827
H 5.081 -1.700 -2.641
*
```

# C37H35BrClF3N3O9PS2

2 unconnected molecules or ions with the total composition C37H35BrClF3N3O9PS2 (ωB97M-V/def2-TZVPD, the OMol25 dataset).

Calculated values
Calculated total energy = -6743.25550 hartree
HOMO level = -11.8 eV
LUMO energy = -0.283 hartree
HOMO-LUMO gap = 4.1 eV

Geometry as ORCA input:
```
! RIJCOSX wB97M-V def2-TZVPD def2/J DEFGRID3
* xyz 2 1
C -4.429 -1.068 -4.425
C -4.471 -0.257 -3.540
C -4.359 0.930 -2.752
C -3.254 1.056 -1.915
C -3.060 2.192 -1.135
C -3.969 3.250 -1.172
P -3.838 4.900 -0.297
O -2.257 4.947 0.097
O -4.597 4.568 1.100
C -5.089 3.106 -1.999
Cl -6.229 4.390 -1.976
C -5.291 1.977 -2.800
S -6.689 1.802 -3.923
O -7.515 2.959 -3.964
O -6.190 1.308 -5.165
C -7.704 0.433 -3.127
F -8.969 0.722 -3.280
F -7.411 0.373 -1.830
F -7.449 -0.722 -3.685
C -1.846 2.162 -0.264
O -1.884 2.498 0.902
C -0.621 1.594 -0.899
C 0.659 2.100 -0.716
C 0.930 3.298 0.145
S 1.334 4.784 -0.795
O 0.201 5.647 -0.863
O 2.573 5.281 -0.269
C 1.714 1.490 -1.410
C 3.139 2.017 -1.299
C 4.061 1.158 -0.458
O 4.805 0.358 -0.891
Br 4.036 1.417 1.497
C 1.490 0.405 -2.276
N 2.542 -0.190 -3.026
C 2.740 0.491 -4.350
C 2.195 -0.250 -5.571
C 0.879 0.304 -6.111
C 0.056 -0.739 -6.858
C 0.203 -0.134 -2.413
C -0.051 -1.334 -3.273
C -0.827 0.485 -1.715
C -2.229 -0.015 -1.817
O -2.504 -1.188 -1.772
H -4.326 -1.858 -5.127
H -2.136 4.893 1.052
H -4.335 3.741 1.527
H 0.105 3.573 0.790
H 1.789 3.115 0.776
H 1.550 4.272 -2.037
H 3.611 2.034 -2.277
H 3.162 3.040 -0.942
H 3.414 -0.048 -2.538
H 3.813 0.603 -4.484
H 2.311 1.496 -4.337
H 2.144 -1.323 -5.408
H 2.937 -0.122 -6.359
H 1.053 1.135 -6.792
H 0.265 0.709 -5.303
H 0.621 -1.142 -7.694
H -0.178 -1.584 -6.211
H -0.886 -0.322 -7.201
H -0.881 -1.141 -3.946
H -0.357 -2.159 -2.637
H 0.834 -1.638 -3.807
C -0.832 -0.698 2.779
N 0.094 -1.438 3.670
C 1.413 -1.281 3.489
C 2.317 -1.919 4.306
C 1.858 -2.731 5.339
C 0.484 -2.889 5.493
C -0.377 -2.232 4.642
C 2.806 -3.400 6.269
C 2.731 -3.175 7.640
C 3.595 -3.832 8.488
N 4.507 -4.690 8.009
C 4.613 -4.911 6.688
C 3.779 -4.279 5.798
C 5.408 -5.425 8.934
H -0.608 -0.966 1.750
H -0.686 0.366 2.931
H -1.854 -0.970 3.022
H 1.725 -0.629 2.682
H 3.373 -1.758 4.138
H 0.072 -3.524 6.265
H -1.449 -2.325 4.726
H 2.010 -2.488 8.060
H 3.570 -3.687 9.558
H 5.373 -5.612 6.371
H 3.883 -4.492 4.743
H 6.438 -5.212 8.659
H 5.200 -6.488 8.845
H 5.220 -5.096 9.949
*
```

# C15H20ClN3O3

A single C15H20ClN3O3 molecule (ωB97M-V/def2-TZVPD, the OMol25 dataset).

Calculated values
Calculated total energy = -1433.81308 hartree
HOMO level = -8.9 eV
LUMO energy = 0.027 hartree
HOMO-LUMO gap = 9.6 eV
Structure (SMILES) = COCCNC(=O)CN1CCN(Cc2cccc(Cl)c2)C1=O
Energy relative to the best compared isomer or geometry (same formula, charge and spin) = 3.6 kcal/mol

Geometry as ORCA input:
```
! RIJCOSX wB97M-V def2-TZVPD def2/J DEFGRID3
* xyz 0 1
C -6.210 -2.877 -0.136
O -5.276 -1.982 0.406
C -5.768 -0.667 0.521
C -4.655 0.218 1.078
N -3.571 0.355 0.137
C -3.326 1.500 -0.519
O -3.942 2.533 -0.350
C -2.132 1.396 -1.481
N -0.884 1.282 -0.767
C -0.273 2.430 -0.131
C 0.890 1.797 0.643
N 0.485 0.411 0.738
C 1.364 -0.601 1.273
C 2.595 -0.772 0.417
C 2.480 -1.357 -0.839
C 3.589 -1.474 -1.657
C 4.824 -1.011 -1.236
C 4.932 -0.427 0.014
Cl 6.467 0.162 0.555
C 3.828 -0.300 0.842
C -0.508 0.119 -0.153
O -0.988 -0.979 -0.358
H -7.107 -2.946 0.493
H -6.514 -2.573 -1.146
H -5.722 -3.848 -0.180
H -6.086 -0.290 -0.463
H -6.636 -0.642 1.197
H -4.278 -0.227 2.003
H -5.045 1.220 1.274
H -3.024 -0.474 -0.067
H -2.239 0.505 -2.105
H -2.098 2.289 -2.108
H -0.985 2.930 0.539
H 0.061 3.150 -0.882
H 1.838 1.891 0.096
H 1.017 2.227 1.640
H 0.785 -1.528 1.290
H 1.638 -0.322 2.295
H 1.516 -1.717 -1.167
H 3.496 -1.932 -2.630
H 5.694 -1.101 -1.868
H 3.934 0.159 1.813
*
```

# C4H12N4

2 unconnected molecules or ions with the total composition C4H12N4 (ωB97M-V/def2-TZVPD, the OMol25 dataset).

Calculated values
Calculated total energy = -378.53939 hartree
HOMO level = -8.0 eV
LUMO energy = 0.033 hartree
HOMO-LUMO gap = 8.9 eV
Structure (SMILES) = [H]/N=C(\N)NC.C=NC
Energy relative to the best compared isomer or geometry (same formula, charge and spin) = 62.0 kcal/mol

Geometry as ORCA input:
```
! RIJCOSX wB97M-V def2-TZVPD def2/J DEFGRID3
* xyz 0 1
H 1.971 1.405 0.232
N 0.981 1.333 0.011
C 0.371 0.496 0.836
N 1.066 -0.071 1.936
N -0.957 0.789 1.183
C -1.760 1.580 0.276
H 1.933 -0.506 1.664
H 0.511 -0.705 2.486
H -1.449 0.016 1.608
H -2.676 1.878 0.786
H -2.029 1.042 -0.642
H -1.182 2.455 -0.009
C -0.827 -1.609 -0.791
N 0.301 -1.158 -0.457
C 1.444 -0.872 -1.594
H -1.670 -1.585 -0.110
H -1.053 -1.947 -1.807
H 2.415 -1.197 -1.222
H 1.494 0.155 -1.952
H 1.115 -1.499 -2.432
*
```

# C8H9O5P

2 unconnected molecules or ions with the total composition C8H9O5P (ωB97M-V/def2-TZVPD, the OMol25 dataset).

Calculated values
Calculated total energy = -1027.80638 hartree
HOMO level = 0.7 eV
LUMO energy = 0.216 hartree
HOMO-LUMO gap = 5.2 eV
Energy relative to the best compared isomer or geometry (same formula, charge and spin) = 41.2 kcal/mol

Geometry as ORCA input:
```
! RIJCOSX wB97M-V def2-TZVPD def2/J DEFGRID3
* xyz -2 1
C -0.370 -2.344 1.544
C -0.076 -1.095 2.052
C -0.466 -2.497 0.185
C 0.375 -0.065 1.279
C -0.066 -1.530 -0.654
C 0.504 -0.276 -0.131
C 0.908 0.745 -0.994
C -0.789 1.973 -0.925
O 0.314 4.299 -0.936
O -1.526 4.117 -2.572
O 0.767 2.938 -3.028
O 1.194 0.442 -2.352
O -1.016 2.394 0.207
P -0.357 3.362 -2.069
H -0.512 -3.126 2.257
H -0.125 -0.912 3.252
H -0.872 -3.575 -0.276
H 0.531 0.893 1.826
H -0.222 -1.805 -1.725
H 1.469 1.413 -0.435
H -1.620 1.188 -1.148
H 1.125 1.239 -2.836
H -0.152 4.112 -0.061
*
```

# C44H58ClF6I2N4O7SSiTl

A molecular structure, C44H58ClF6I2N4O7SSiTl (ωB97M-V/def2-TZVPD, the OMol25 dataset).

Calculated values
Calculated total energy = -4972.17787 hartree
HOMO level = -8.6 eV
LUMO energy = -0.047 hartree
HOMO-LUMO gap = 7.3 eV
Energy relative to the best compared isomer or geometry (same formula, charge and spin) = 21.6 kcal/mol

Geometry as ORCA input:
```
! RIJCOSX wB97M-V def2-TZVPD def2/J DEFGRID3
* xyz 0 1
Tl 0.224 -0.395 0.166
O 2.609 -0.108 -1.635
H 1.729 0.163 -2.038
H 2.827 -0.908 -2.126
O 0.395 -2.026 3.240
H 0.446 -1.343 3.915
H -0.546 -2.167 3.095
O -1.230 2.385 -0.245
N -2.161 2.429 0.429
I 1.708 -3.699 1.254
I 2.764 -5.331 -0.569
C -3.735 2.422 2.689
C -3.389 1.084 2.040
O -2.273 1.130 1.168
C -4.610 0.536 1.255
F -4.532 -0.761 0.988
F -4.693 1.191 0.091
F -5.748 0.750 1.922
C -2.943 0.089 3.131
F -1.955 0.621 3.864
F -3.954 -0.200 3.953
F -2.482 -1.056 2.631
H -4.179 3.095 1.961
H -2.827 2.873 3.082
H -4.442 2.267 3.500
C 6.422 3.777 -2.131
C 6.632 2.675 -1.078
C 7.616 3.233 -0.042
C 7.281 1.470 -1.765
C 5.246 2.248 -0.484
O 4.344 1.979 -1.565
C 5.222 0.996 0.403
C 5.900 1.059 1.774
C 5.441 -0.059 2.677
C 5.794 -1.381 2.411
C 5.392 -2.414 3.244
C 4.626 -2.120 4.361
Cl 4.140 -3.406 5.429
C 4.251 -0.820 4.643
C 4.662 0.202 3.798
C 4.584 3.425 0.242
N 3.355 2.978 0.882
C 2.276 2.451 0.297
N 1.461 1.967 1.217
C 2.079 2.304 2.379
N 3.226 2.928 2.229
H 7.360 3.949 -2.663
H 6.136 4.726 -1.672
H 5.658 3.501 -2.854
H 8.538 3.506 -0.560
H 7.884 2.519 0.733
H 7.246 4.139 0.440
H 8.175 1.794 -2.301
H 6.608 1.013 -2.495
H 7.589 0.705 -1.049
H 4.231 1.026 -1.680
H 5.633 0.161 -0.170
H 4.170 0.749 0.552
H 5.684 2.013 2.260
H 6.984 0.989 1.670
H 6.401 -1.611 1.542
H 5.672 -3.438 3.036
H 3.649 -0.612 5.517
H 4.372 1.225 4.013
H 4.344 4.200 -0.483
H 5.209 3.845 1.023
H 2.167 2.363 -0.773
H 1.690 2.061 3.355
C -2.892 -5.261 -0.103
C -2.370 -5.287 -1.538
C -1.195 -4.342 -1.767
S -1.489 -2.566 -1.800
O -2.058 -2.153 -0.457
C -2.826 -2.479 -3.023
C -4.218 -2.391 -2.411
C -5.265 -2.161 -3.497
H -3.743 -5.932 0.016
H -3.197 -4.254 0.181
H -2.112 -5.581 0.593
H -3.178 -5.058 -2.235
H -2.034 -6.294 -1.796
H -0.680 -4.541 -2.712
H -0.454 -4.443 -0.968
H -2.701 -3.338 -3.686
H -2.621 -1.578 -3.607
H -4.225 -1.578 -1.684
H -4.457 -3.296 -1.851
H -5.082 -1.223 -4.022
H -6.268 -2.121 -3.068
H -5.252 -2.964 -4.237
O 0.022 0.450 -2.155
Si -0.261 1.179 -3.547
C 0.573 2.866 -3.689
C -0.085 4.046 -3.324
C 0.557 5.278 -3.369
C 1.875 5.357 -3.801
C 2.545 4.202 -4.179
C 1.900 2.974 -4.116
C -2.103 1.489 -3.821
C -2.609 1.979 -5.029
C -3.960 2.247 -5.194
C -4.844 2.031 -4.145
C -4.372 1.535 -2.939
C -3.016 1.261 -2.785
C 0.391 0.150 -4.988
C 0.687 -1.202 -4.782
C 1.141 -2.014 -5.816
C 1.306 -1.484 -7.089
C 1.023 -0.143 -7.317
C 0.575 0.661 -6.277
H -1.121 4.002 -3.003
H 0.027 6.178 -3.080
H 2.376 6.317 -3.848
H 3.571 4.258 -4.519
H 2.436 2.080 -4.423
H -1.936 2.164 -5.860
H -4.324 2.628 -6.140
H -5.899 2.243 -4.271
H -5.062 1.350 -2.126
H -2.653 0.842 -1.849
H 0.558 -1.617 -3.783
H 1.369 -3.056 -5.631
H 1.659 -2.111 -7.899
H 1.166 0.279 -8.305
H 0.398 1.714 -6.468
*
```

# C8H5N2O5Zr

A molecular structure, C8H5N2O5Zr (ωB97M-V/def2-TZVPD, the OMol25 dataset).

Calculated values
Calculated total energy = -839.33250 hartree
HOMO level = -20.5 eV
LUMO energy = -0.583 hartree
HOMO-LUMO gap = 4.6 eV
Energy relative to the best compared isomer or geometry (same formula, charge and spin) = 5.7 kcal/mol

Geometry as ORCA input:
```
! RIJCOSX wB97M-V def2-TZVPD def2/J DEFGRID3
* xyz 3 1
O 2.308 -3.927 0.521
C 1.803 -2.878 0.536
Zr -0.071 -0.384 -0.131
O 0.076 -3.430 -1.627
C 0.001 -2.397 -1.118
C 0.616 1.320 1.286
O 0.891 2.268 1.928
C 1.717 0.437 -1.306
O 2.666 0.812 -1.842
C -1.247 -1.049 1.778
O -1.772 -1.401 2.736
H 1.277 -0.392 1.153
N -3.584 1.778 -1.763
C -2.672 2.305 -2.721
C -1.447 1.827 -2.411
N -1.553 1.042 -1.245
C -2.865 1.011 -0.923
H -4.604 1.896 -1.704
H -3.062 2.911 -3.514
H -0.507 2.020 -2.869
H -3.234 0.464 -0.038
*
```

> What is the calculated total energy in the eighth record?

-1027.80638 hartree